DFT (ωB97M-V/def2-TZVPD) results for C13H41AgB2F3N3O7SV as an isolated structure.

Properties
Expectation value of S²: 0.782
Largest force on an atom, hartree/bohr: 0.057
M, g mol⁻¹: 620.98
HOMO energy (spin up / spin down), eV: -9.192 / -9.187
Charge: 0
HOMO-LUMO gap (spin up / spin down), eV: 8.15 / 8.56
Multiplicity: 2

Last column: Löwdin spin population.
Cartesian coordinates (Å):
1 O -1.07987 0.75569 -3.39308  -0.21
2 V -2.09802 0.55639 -2.19194  1.19
3 Ag -1.48039 -3.23326 -0.98174  0.00
4 B -3.25889 -1.55285 -2.67014  0.00
5 H -3.98159 -0.59826 -2.58050  0.00
6 H -3.08811 -2.00924 -1.56434  0.00
7 H -3.88614 -2.32429 -3.34439  0.00
8 H -2.27202 -1.23780 -3.25017  0.00
9 B -0.52690 -0.98883 -0.97108  0.00
10 H -0.51306 -1.61569 -2.01366  0.00
11 H -0.43471 0.18796 -1.20261  -0.01
12 H -1.55513 -1.13530 -0.34936  0.00
13 H 0.45225 -1.31374 -0.35107  0.00
14 C -3.51442 0.32260 2.12128  0.00
15 F -2.71931 1.43315 2.13911  0.00
16 F -2.72074 -0.75730 2.29348  0.00
17 F -4.39476 0.39639 3.13454  0.00
18 S -4.42003 0.27070 0.52812  0.00
19 O -4.99092 -1.03008 0.45042  0.00
20 O -5.30282 1.38094 0.63139  0.00
21 O -3.31352 0.50062 -0.42052  0.00
22 C 1.57753 -4.81267 -0.71337  0.00
23 C 0.36768 -5.58337 -0.20030  0.00
24 C -0.05463 -5.26687 1.20358  0.00
25 O -0.45933 -3.93874 1.30240  0.00
26 C -0.80822 -3.56347 2.62679  0.00
27 N -0.76372 -5.41536 -1.14295  0.00
28 H 1.31028 -3.77016 -0.90013  0.00
29 H 2.01457 -5.27553 -1.59666  0.00
30 H 2.36774 -4.78389 0.04100  0.00
31 H 0.63548 -6.65066 -0.14917  0.00
32 H 0.77718 -5.49784 1.88575  0.00
33 H -0.86313 -5.95737 1.50284  0.00
34 H -1.49441 -2.72723 2.60546  0.00
35 H 0.10857 -3.30809 3.16936  0.00
36 H -1.27460 -4.40290 3.15458  0.00
37 H -1.56209 -5.95787 -0.81545  0.00
38 H -0.55593 -5.85131 -2.03565  0.00
39 C 2.24769 1.26264 -0.21774  0.00
40 C 3.28251 2.21969 0.35328  0.00
41 C 4.70363 1.86604 0.01438  0.00
42 O 5.05903 0.61201 0.55392  0.00
43 C 6.25190 0.58065 1.29526  0.00
44 N 2.97427 3.60687 -0.07035  0.00
45 H 2.54976 0.24380 0.04573  0.00
46 H 2.16576 1.20261 -1.30708  0.00
47 H 1.27750 1.47079 0.22355  0.00
48 H 3.13911 2.15934 1.44551  0.00
49 H 5.39888 2.67782 0.26297  0.00
50 H 4.78650 1.82632 -1.08620  0.00
51 H 6.92330 1.40600 1.04054  0.00
52 H 6.79442 -0.34613 1.09820  0.00
53 H 6.06113 0.61654 2.37494  0.00
54 H 2.04538 3.82214 0.28804  0.00
55 H 3.56554 4.21644 0.49571  0.00
56 C -1.53943 4.39861 -2.21090  0.00
57 C -0.74803 3.53648 -1.27446  0.00
58 C -0.45967 4.34782 -0.00455  0.00
59 O 0.07841 3.53453 1.01460  0.00
60 C -0.38623 3.86883 2.30784  0.00
61 N -1.47850 2.32363 -0.88066  0.00
62 H -1.02482 5.34580 -2.40199  0.00
63 H -2.56777 4.56273 -1.89787  0.00
64 H -1.51764 3.98682 -3.22770  0.00
65 H 0.20350 3.22872 -1.71043  0.00
66 H -1.42795 4.74388 0.34224  0.00
67 H 0.13070 5.23741 -0.25747  0.00
68 H -1.47801 3.83306 2.38025  0.00
69 H -0.01071 4.84070 2.63631  0.00
70 H -0.01278 3.08927 2.97269  0.00
71 H -2.33292 2.54827 -0.36896  0.00
72 H -0.87831 1.88541 -0.18140  0.00

Force components x, y, z for each atom (eV/Å):
-1.826 0.751 1.270
2.404 -1.664 -0.239
-0.175 0.171 -0.376
-0.854 -0.545 -0.015
-0.418 0.930 0.231
-0.117 -0.051 0.152
0.189 0.085 -0.322
0.837 0.182 -0.257
0.085 -0.954 0.250
0.134 -0.003 -0.170
0.018 0.635 -0.389
0.146 -0.184 0.397
0.084 0.515 0.190
0.154 0.117 0.043
-0.357 -0.635 0.324
-0.403 0.661 0.102
0.780 -0.074 -0.363
-0.100 -0.354 0.025
0.017 -0.521 0.044
-0.353 0.818 -0.061
0.336 0.483 -0.419
0.042 0.295 0.554
0.482 -0.898 -0.624
0.031 -0.333 0.359
-0.405 0.347 0.031
0.415 -0.345 0.251
-0.518 -0.237 0.317
0.015 -0.060 -0.209
-0.197 0.088 -0.160
-0.083 -0.131 0.046
0.046 0.085 -0.100
0.072 0.191 -0.087
-0.094 0.178 -0.061
0.042 0.127 -0.143
-0.125 0.143 0.049
-0.130 0.054 -0.089
0.064 0.089 0.160
0.257 0.387 -0.111
0.567 -0.834 -0.062
-1.152 0.561 0.449
0.147 0.194 -1.244
0.110 0.083 0.023
0.370 -0.030 0.323
0.359 0.028 0.366
-0.247 0.076 0.280
0.092 0.609 -0.025
-0.092 -0.073 -0.039
0.361 -0.202 -0.023
-0.055 -0.158 0.572
-0.106 -0.197 0.116
-0.063 0.014 -0.043
-0.163 -0.047 -0.122
-0.089 0.095 -0.055
0.019 -0.219 -0.200
0.102 0.058 -0.314
0.514 0.130 -1.534
0.255 0.284 0.812
-0.977 0.271 -0.091
0.043 0.193 -0.304
0.133 -0.431 0.401
-0.212 -0.477 -0.512
-0.192 0.152 0.549
-0.012 0.073 0.112
-0.408 -0.360 0.237
-0.061 -0.084 -0.142
0.016 -0.041 -0.019
0.389 -0.235 0.179
0.014 0.169 -0.208
-0.053 0.050 -0.029
0.107 0.134 0.024
0.029 0.129 -0.089
-0.247 -0.259 0.013



DFT (ωB97M-V/def2-TZVPD) results for a 3-piece molecular cluster, C13H41BBrClN6O7P3S overall.

Properties
Largest force on an atom, hartree/bohr: 0.118
M, g mol⁻¹: 644.66
HOMO energy, eV: -5.955
Charge: -1
HOMO-LUMO gap, eV: 7.98

Last column: Mulliken charge in e.
Cartesian coordinates (Å):
1 C 7.19282 -0.38933 -0.97980  -1.12
2 S 5.90673 -1.56083 -1.48324  1.08
3 O 5.40707 -1.29178 -2.82583  -0.74
4 O 6.53964 -2.86556 -1.43857  -0.69
5 B 4.54786 -1.54572 -0.14340  0.88
6 Cl 3.48069 -3.01764 -0.44790  -0.30
7 Br 5.45514 -1.65482 1.65018  -0.36
8 P 3.37424 0.00157 -0.24255  -0.19
9 O 2.63285 0.07271 1.01831  -0.54
10 O 4.14822 1.43007 -0.40580  -0.55
11 O 2.24554 -0.15321 -1.40689  -0.17
12 H 7.93302 -0.93999 -0.40344  0.32
13 H 6.80053 0.37556 -0.30538  0.30
14 H 7.67908 0.05533 -1.84747  0.37
15 H 4.95654 1.35253 -0.93457  0.33
16 H 2.73133 -0.13580 -2.25287  0.25
17 O 0.16611 -0.02487 -5.37362  -0.90
18 P -0.85568 0.52719 -4.40224  0.88
19 N -1.36246 -0.94926 -3.67073  0.27
20 C -2.03575 -1.97568 -4.44555  -1.16
21 C -0.28176 -1.54805 -2.88155  -1.23
22 N -1.92983 1.18675 -5.59197  0.26
23 C -3.18960 0.59581 -5.96886  -1.08
24 C -1.28759 1.79518 -6.75148  -1.11
25 N -1.67804 1.43402 -3.19276  0.20
26 C -2.59920 0.93573 -2.19018  -0.78
27 C -1.64763 2.88374 -3.30261  -1.14
28 H -2.13914 -2.88570 -3.85235  0.36
29 H -1.50550 -2.23146 -5.37221  0.32
30 H -3.05774 -1.68139 -4.68931  0.32
31 H 0.20910 -0.78951 -2.26965  0.34
32 H 0.48018 -2.01342 -3.51714  0.34
33 H -0.67723 -2.30166 -2.19758  0.38
34 H -3.05925 -0.31793 -6.56604  0.33
35 H -3.77619 1.30050 -6.56612  0.36
36 H -3.80611 0.37050 -5.09575  0.23
37 H -1.00431 1.05003 -7.50657  0.31
38 H -0.38761 2.33254 -6.45574  0.33
39 H -1.95872 2.52472 -7.21415  0.36
40 H -3.48852 0.48916 -2.64312  0.20
41 H -2.93114 1.74870 -1.53955  0.40
42 H -2.13407 0.20251 -1.53400  0.20
43 H -2.59098 3.26492 -3.70921  0.32
44 H -0.84147 3.20959 -3.96012  0.34
45 H -1.46828 3.35093 -2.33061  0.40
46 O -1.99291 -1.66181 6.00217  -0.93
47 P -1.07113 -0.92844 5.04481  0.89
48 N -0.43491 0.24617 6.14940  0.23
49 C -1.29719 1.24093 6.75662  -1.09
50 C 0.39076 -0.38009 7.17602  -1.22
51 N -2.30411 -0.35868 3.96898  0.26
52 C -2.78534 0.99842 3.92891  -1.08
53 C -3.39402 -1.29068 3.70889  -1.12
54 N 0.10641 -0.51163 3.87838  0.06
55 C 1.03118 0.60977 3.90211  -0.46
56 C 0.05285 -1.19806 2.59258  -1.07
57 H -0.75460 1.78900 7.52994  0.37
58 H -2.19736 0.80736 7.21376  0.29
59 H -1.59529 1.99948 6.03224  0.29
60 H 1.07127 -1.10936 6.72660  0.39
61 H -0.21440 -0.90154 7.92919  0.33
62 H 1.01001 0.36825 7.67697  0.36
63 H -3.40756 1.24652 4.80197  0.32
64 H -3.39287 1.15973 3.03331  0.35
65 H -1.96383 1.71449 3.85591  0.25
66 H -4.15749 -1.26693 4.49916  0.32
67 H -3.01905 -2.31033 3.63389  0.33
68 H -3.87165 -1.05444 2.75353  0.33
69 H 0.50567 1.56934 3.89877  0.20
70 H 1.68914 0.59147 3.02950  0.24
71 H 1.69128 0.57464 4.76768  0.21
72 H -0.39908 -0.55834 1.82946  0.35
73 H -0.53779 -2.11408 2.66136  0.31
74 H 1.04921 -1.48790 2.25783  0.39

Force components x, y, z for each atom (eV/Å):
0.044 0.294 0.151
0.674 -1.972 -0.578
-0.429 1.547 0.238
0.554 -0.102 0.497
-0.157 -0.093 -0.325
0.163 0.221 -0.050
-0.011 0.231 -0.138
-0.864 0.015 1.417
-0.624 0.224 0.743
0.217 -0.517 -0.826
1.598 0.580 -0.546
-0.146 -0.191 -0.063
-0.119 0.039 -0.188
-0.250 -0.066 -0.130
-0.199 0.095 -0.017
-0.450 -0.240 -0.136
1.906 2.158 1.772
-4.739 -3.358 -1.803
-0.356 -0.281 0.568
-0.186 0.169 -0.428
0.185 0.315 0.069
0.205 0.975 -0.765
-0.277 -0.011 0.451
0.204 -0.360 -0.043
2.135 0.901 0.050
0.318 -0.501 0.599
0.072 0.081 -0.023
0.224 0.062 0.128
-0.009 -0.060 -0.009
0.090 0.068 -0.115
0.025 -0.029 -0.008
0.027 0.006 0.033
-0.121 0.010 -0.063
-0.085 -0.018 0.002
0.132 0.082 -0.032
0.109 -0.141 0.037
0.073 0.072 -0.059
0.050 -0.093 -0.041
-0.142 -0.069 0.087
0.078 -0.065 -0.049
0.157 0.203 -0.202
-0.085 -0.089 -0.063
0.008 -0.011 -0.011
-0.048 -0.019 -0.068
0.008 -0.050 0.006
1.987 -2.445 -0.980
-2.096 5.536 0.410
0.529 0.423 0.218
-0.398 0.062 -0.223
0.061 -0.286 -0.161
-0.846 -0.719 -0.652
0.458 0.289 -0.113
-0.045 -0.018 0.414
0.070 -2.198 0.342
0.854 0.055 0.495
0.028 -0.360 -0.132
0.137 -0.199 0.042
-0.017 0.035 0.044
-0.106 -0.123 -0.029
-0.037 -0.014 -0.003
0.040 -0.032 0.013
-0.059 0.083 -0.053
-0.016 0.084 -0.027
-0.018 -0.153 -0.016
0.043 -0.033 0.164
-0.056 -0.098 -0.035
-0.037 -0.004 0.093
0.077 0.158 -0.004
-0.115 -0.084 0.147
-0.261 -0.336 -0.136
-0.091 0.124 0.059
0.045 0.039 0.019
-0.104 0.069 0.052
0.013 0.129 -0.016



Question: largest force on an atom of number 2 (C13H41BBrClN6O7P3S)?
Answer: 0.118 hartree/bohr